Entry from the Open Molecules 2025 dataset: C40H59N4O4Os as an isolated structure (the ωB97M-V functional and the def2-TZVPD basis).

Last column: Löwdin spin population.
Geometry (Å):
Os 1.9005 -0.2239 -0.2120  2.977
O 1.8497 0.0018 1.6933  0.233
O -0.4073 -0.5276 0.0810  0.160
O 1.8352 -0.1376 -2.1616  0.165
O 1.4396 -2.1993 -0.1454  0.124
N 1.9843 1.9745 -0.4484  0.027
N -0.7978 -1.7089 -0.0453  0.025
N 0.1440 -2.5535 -0.1649  0.006
N 4.2730 0.1779 -0.4302  0.123
C -0.8344 2.7102 3.3904  0.012
C -0.6876 1.4221 3.8965  -0.001
C 0.0440 -1.9996 2.9685  0.002
C -2.2010 0.7304 -2.7847  0.003
C -1.8492 3.7116 3.9362  0.001
C 0.5462 0.2171 -2.5473  0.023
C -3.7180 0.9104 -2.7215  0.000
C 0.2225 0.4858 3.3984  0.013
C 0.7885 2.4151 -1.2483  0.005
C 1.9913 2.6588 0.8801  0.004
C 0.3693 -0.9134 4.0130  0.001
C -0.5819 -2.3559 -5.1805  0.000
C -1.7151 -5.7568 -0.4239  0.000
C -0.1488 -3.9648 -0.2850  0.000
C 1.8108 -1.0983 4.5151  0.002
C -0.5709 -1.1259 5.2029  0.000
C -0.0096 1.3682 -1.9950  0.009
C -4.1138 2.2894 -3.2661  0.000
C 1.0031 0.8866 2.3221  0.014
C -2.7353 3.1054 5.0249  0.000
C -1.5861 -0.3280 -3.4527  0.005
C 3.2291 2.2725 -1.2058  0.009
C 0.9468 2.1926 1.8491  0.012
C 1.0289 -2.8280 -3.3713  0.001
C 1.5290 -1.0616 -5.0883  0.001
C -4.4594 -0.1616 -3.5217  0.000
C 4.7352 -0.5505 -1.6317  0.008
C -1.3726 1.6066 -2.1149  0.001
C 0.4265 -1.7045 -4.2298  0.000
C -0.2222 -0.5971 -3.3822  0.002
C 4.4540 1.6296 -0.5870  0.008
C 0.9101 -4.8530 -0.3578  -0.001
C -2.7525 4.1907 2.7896  0.001
C 0.0250 3.0850 2.3663  0.000
C -0.6669 -6.6654 -0.4994  -0.001
C -4.1522 0.7955 -1.2496  0.000
C -1.4666 -4.3997 -0.3170  -0.001
C -1.1033 4.9147 4.5347  0.001
C 4.9652 -0.3281 0.7721  0.009
C 0.6414 -6.2111 -0.4665  0.000
H -1.7921 2.4853 -1.6314  0.000
H -0.0036 4.0963 1.9704  0.000
H 1.1120 -0.2771 -5.7239  0.000
H -0.3848 -0.4110 6.0082  0.000
H -3.7696 2.4139 -4.2960  0.000
H 1.9419 -2.1174 4.8882  0.000
H -0.9269 -1.8077 2.5030  0.000
H -0.0658 -3.1091 -5.7798  0.000
H -1.8180 5.6255 4.9572  0.000
H 1.9903 -1.8152 -5.7316  0.000
H 1.4623 -6.9145 -0.5210  0.000
H -3.4551 3.8546 5.3590  0.000
H 5.8115 -0.4125 -1.7683  0.003
H 2.0288 -0.4060 5.3320  0.000
H -1.3195 1.1242 4.7181  0.000
H 6.0456 -0.1752 0.6945  0.003
H -3.6943 3.0999 -2.6650  0.000
H -0.4289 4.5939 5.3327  0.000
H -2.2013 -0.9805 -4.0520  0.000
H 1.1385 3.1682 -1.9573  0.000
H 1.8807 3.7319 0.7119  0.001
H -5.2015 2.3963 -3.2551  0.000
H 4.5276 -1.6157 -1.5192  0.001
H 5.3152 1.8453 -1.2248  0.002
H -4.2206 -0.1092 -4.5876  0.000
H 2.3109 -0.6224 -4.4654  0.000
H -1.3819 -2.8630 -4.6360  0.000
H 3.3772 3.3537 -1.2544  0.001
H -1.6212 -1.0605 4.9080  0.000
H -2.2770 -3.6880 -0.2568  0.000
H 1.9238 -4.4831 -0.3273  0.000
H -1.0274 -1.6309 -5.8659  0.000
H 4.2070 -0.1924 -2.5130  0.000
H -0.8730 -7.7258 -0.5818  0.000
H -3.8386 -0.1649 -0.8305  0.000
H -5.2402 0.8716 -1.1719  0.000
H -4.2290 -1.1668 -3.1589  0.000
H 0.1046 2.9073 -0.5599  0.000
H 2.5363 -0.9343 3.7175  0.000
H -5.5350 -0.0097 -3.4154  0.000
H -2.1844 4.7134 2.0158  0.000
H 0.0016 -2.9764 3.4573  0.000
H -3.2694 3.3463 2.3256  0.000
H 1.6694 -2.4495 -2.5765  0.000
H -3.7102 1.5861 -0.6380  0.000
H -2.1537 2.7965 5.8973  0.000
H -3.2980 2.2447 4.6540  0.000
H 4.7713 -1.3953 0.8822  0.002
H -2.7383 -6.1076 -0.4440  0.000
H 4.5900 0.1817 1.6579  0.000
H 3.0849 1.9011 -2.2178  0.000
H 2.9693 2.4944 1.3278  0.000
H 4.6683 2.0590 0.3890  0.000
H -0.5137 5.4409 3.7804  0.000
H 0.8090 -2.0463 2.1921  0.000
H 1.6277 -3.4854 -4.0077  0.000
H 0.2364 -3.4330 -2.9225  0.000
H -0.4036 -2.1268 5.6054  0.000
H -3.5062 4.8824 3.1733  0.000

Output
Molecular weight, Da: 850.2
Kohn-Sham gap (spin up / spin down), eV: 8.44 / 5.94
2S+1: 5
HOMO energy (spin up / spin down), eV: -10.649 / -10.786
Net charge: +1
Lowest unoccupied orbital energy (spin up / spin down), eV: -2.2 / -4.8

Entry from the Open Molecules 2025 dataset: a 2-piece molecular cluster, C7H13N2 overall in a non-equilibrium geometry (the ωB97M-V functional and the def2-TZVPD basis).

Last column: Mulliken charge in e.
Geometry (Å):
N 3.6988 -1.3141 -0.4174  -0.004
N 3.8373 -1.7683 -1.4692  -0.146
C 1.3932 -0.1826 1.0614  -0.567
C 0.0365 0.4813 1.3397  -1.020
C -0.5415 0.3958 -1.0827  -1.005
C -1.0114 0.0194 0.3257  0.603
C 0.8166 -0.2532 -1.4195  -0.388
C -2.3804 0.6434 0.6438  -1.483
C 1.6799 -0.4063 -0.3072  0.231
H -0.4397 1.4800 -1.1459  0.368
H -3.0895 -0.1128 0.9639  0.332
H 1.4499 -1.1858 1.5167  0.372
H 4.6432 -2.2675 -1.8423  0.317
H -0.2829 0.2437 2.3531  0.373
H 2.2285 0.3321 1.5561  0.382
H 0.6873 -1.2677 -1.8305  0.365
H 1.3307 0.2722 -2.2348  0.393
H -1.0893 -1.0719 0.3816  0.311
H 0.1474 1.5641 1.2686  0.397
H -2.2934 1.3758 1.4422  0.391
H -2.7954 1.1474 -0.2237  0.401
H -1.2765 0.0831 -1.8238  0.378

Output
Molecular weight, Da: 125.2
Kohn-Sham gap (spin up / spin down), eV: 7.71 / 7.67
HOMO energy (spin up / spin down), eV: -12.885 / -13.105
Net charge: +1
Lowest unoccupied orbital energy (spin up / spin down), eV: -5.2 / -5.4

Entry from the Open Molecules 2025 dataset: C37H24ClN6O5PS6SbW as an isolated structure in a non-equilibrium geometry (the ωB97M-V functional and the def2-TZVPD basis).

Last column: Löwdin spin population.
Geometry (Å):
W 10.8731 12.8704 13.8874  0.934
Sb 7.3047 12.9437 16.2888  0.012
Cl 10.1971 9.9737 11.0651  0.000
S 5.6505 12.0686 15.2185  0.003
S 11.2480 15.2418 14.2774  0.017
S 8.8112 15.5768 17.5043  0.000
S 16.6138 8.5760 10.9736  -0.001
S 8.7210 12.0028 13.0093  -0.029
S 8.4980 13.7234 14.0916  -0.017
P 10.7760 13.5622 11.2518  -0.001
O 9.9799 12.0051 15.7459  -0.006
O 7.5035 15.5964 16.8365  0.002
O 11.1361 11.8978 17.6179  0.026
O 11.9467 12.7689 15.7983  -0.005
O 8.8600 14.9554 18.7687  0.000
N 13.1043 12.9022 13.4662  -0.001
N 16.5002 10.1606 11.2209  0.000
N 11.0124 12.1772 16.4989  0.007
N 15.1343 8.1250 11.5259  -0.001
N 9.7685 14.8475 16.4016  0.005
N 11.5668 10.7649 13.6844  0.004
C 10.3419 11.0645 9.7117  0.000
C 7.2868 15.3353 10.1547  0.000
C 15.7197 12.7723 12.3904  0.002
C 10.2350 10.4249 8.5212  0.000
C 14.5238 9.2582 11.8772  0.000
C 10.8729 9.6416 13.9444  0.011
C 10.2863 13.1327 8.6322  -0.001
C 9.6054 16.1600 11.2898  0.000
C 8.6337 17.0497 11.0324  0.000
C 11.0815 18.2519 15.8062  0.000
C 12.3618 14.2532 10.5864  -0.003
C 13.2473 9.2762 12.6208  -0.002
C 15.2971 13.8779 13.1507  0.000
C 14.0195 13.9133 13.6445  0.002
C 10.1315 11.1249 7.3761  0.000
C 13.6019 11.7630 12.9234  0.003
C 9.9259 19.5883 17.4025  0.000
C 13.2434 13.4836 9.8336  -0.002
C 14.9009 15.2070 9.6429  -0.001
C 10.8676 19.4801 16.3492  0.000
C 14.0812 16.0063 10.5387  0.000
C 14.8450 11.6927 12.2865  0.001
C 9.2267 18.4572 17.8626  0.000
C 8.2994 14.3907 10.3876  0.000
C 14.4628 13.9727 9.2904  0.000
C 15.3640 10.3754 11.7818  0.000
C 10.4714 15.6959 15.7645  0.012
C 9.4878 14.8100 10.9651  0.003
C 10.3783 17.1274 16.2192  0.001
C 12.5155 8.1399 12.9868  0.011
C 12.8120 15.5255 10.9314  -0.001
C 11.3713 8.3444 13.6741  -0.001
C 12.7577 10.5860 13.0550  0.013
C 9.4875 17.2419 17.2633  0.000
C 10.1258 12.4981 7.4054  0.000
C 10.4236 12.4221 9.8578  0.000
C 7.4350 16.6795 10.4575  0.000
H 16.7000 12.7082 11.9978  0.000
H 15.8296 15.6316 9.3240  0.000
H 12.9117 12.4957 9.5338  0.000
H 9.9619 10.5735 6.4726  0.000
H 8.8380 18.0878 11.2945  0.000
H 14.4410 16.9151 10.9145  0.000
H 6.6780 17.4233 10.3925  0.000
H 8.5369 18.5855 18.7059  0.000
H 13.5879 14.7401 14.1582  0.000
H 15.0978 13.3052 8.7340  0.000
H 10.7708 7.5118 13.9783  0.000
H 12.2086 16.2024 11.5855  0.000
H 9.9812 9.7056 14.5347  0.000
H 6.4907 14.8892 9.5967  0.000
H 12.8974 7.1309 12.8239  0.000
H 10.2997 14.2003 8.6735  0.000
H 8.0511 13.3297 10.1091  0.000
H 15.8838 14.7295 13.3764  0.000
H 11.4557 20.3798 16.0321  0.000
H 10.4872 16.4792 11.7920  0.001
H 11.8731 18.1598 15.0253  0.000
H 9.8740 13.0180 6.4927  0.000
H 9.7756 20.5224 17.9702  0.000
H 10.2585 9.3413 8.3420  0.000

Output
Molecular weight, Da: 1197.1
Kohn-Sham gap (spin up / spin down), eV: 6.32 / 5.96
2S+1: 2
HOMO energy (spin up / spin down), eV: -13.286 / -13.308
Net charge: +2
Lowest unoccupied orbital energy (spin up / spin down), eV: -7.0 / -7.4

Entry from the Open Molecules 2025 dataset: a 5-piece molecular cluster, C2H15NO5 overall in a non-equilibrium geometry (the ωB97M-V functional and the def2-TZVPD basis).

Last column: Mulliken charge in e.
Geometry (Å):
O 0.1375 0.1656 -0.6713  -0.521
O -1.3257 -6.4816 -1.5986  -0.623
O -0.7786 -2.9095 0.6520  -0.630
O -4.0992 3.9787 1.3592  -0.634
O 2.3946 -2.2801 2.0751  -0.639
N 0.4509 2.4507 -0.9919  -0.320
C 1.0424 1.1537 -1.2277  -0.188
C 1.1291 3.2440 0.0358  -0.968
H 2.5329 -1.9491 1.1860  0.309
H -0.6999 -6.8976 -0.9671  0.309
H -0.7378 0.5198 -0.8459  0.276
H 1.1088 0.8263 -2.2697  0.321
H 2.2173 3.3721 -0.0677  0.332
H 0.4286 3.0682 -1.7944  0.222
H 2.6033 -3.2025 2.0018  0.325
H 1.9777 1.0117 -0.6949  0.196
H -0.1715 -2.2829 1.0871  0.330
H -1.7951 -6.1691 -0.8027  0.312
H 0.9758 2.7990 1.0268  0.332
H -3.3610 4.5722 1.1859  0.315
H -1.1098 -2.3814 -0.0719  0.314
H -3.6277 3.1339 1.3560  0.319
H 0.7075 4.2579 0.0381  0.313

Output
Molecular weight, Da: 133.1
Kohn-Sham gap, eV: 10.40
HOMO energy, eV: -9.975
Net charge: 0
Lowest unoccupied orbital energy, eV: 0.4